Entry 1:
Computed, not measured: C47H61O2PRbS2Si4 as an isolated structure, with wB97M-V/def2-TZVPD.

Energy above the lowest of the compared OMol25 structures with the same formula, charge and spin: 28.67 kJ/mol
Orbital gap: 5.024 eV
Charge: -1

XYZ file:
```
118
Properties=species:S:1:pos:R:3:mulliken_charge:R:1
Rb 0.11 0.00 0.27 0.8807
O 0.96 2.52 0.00 -0.1882
S 1.32 3.95 -0.09 -0.0074
C -0.26 4.82 -0.33 -1.0513
C -1.23 4.67 0.83 0.3794
C -2.70 4.86 0.42 -1.1367
C -3.34 3.67 -0.27 -1.1599
S -3.37 2.08 0.64 1.0454
O -1.95 1.66 0.75 -0.2215
C -3.85 2.72 2.25 -0.1839
C -5.16 3.14 2.45 -0.2478
C -5.54 3.60 3.70 -0.7450
C -4.62 3.62 4.74 -0.4906
C -3.32 3.17 4.53 -0.7303
C -2.93 2.71 3.28 -0.2275
C 1.65 4.49 1.59 0.1627
C 1.55 3.57 2.61 -0.2664
C 1.79 3.98 3.92 -0.9413
C 2.13 5.30 4.18 -0.4408
C 2.25 6.21 3.14 -0.6175
C 2.01 5.81 1.84 -0.2495
H -0.63 4.36 -1.24 0.5107
H -0.03 5.87 -0.56 0.5078
H -0.98 5.39 1.61 0.4214
H -1.11 3.67 1.25 -0.2909
H -2.78 5.73 -0.25 0.5270
H -3.28 5.12 1.31 0.3465
H -2.83 3.38 -1.19 0.5771
H -4.38 3.88 -0.53 0.6530
H -5.88 3.08 1.64 0.3929
H -6.55 3.92 3.87 0.4226
H -4.92 3.97 5.72 0.3740
H -2.61 3.17 5.35 0.4331
H -1.93 2.34 3.10 0.4020
H 1.29 2.55 2.37 0.7233
H 1.72 3.26 4.73 0.4529
H 2.32 5.61 5.20 0.3920
H 2.53 7.24 3.35 0.3997
H 2.11 6.51 1.02 0.3783
C 8.02 1.72 0.20 -0.4484
C 7.46 1.41 -1.04 -0.7262
C 6.20 0.84 -1.11 0.2291
C 5.46 0.57 0.05 0.1756
C 6.04 0.89 1.28 -0.6901
C 7.31 1.45 1.36 -0.5955
P 3.78 -0.18 0.10 0.4212
C 3.14 0.37 -1.54 0.4407
C 3.26 1.71 -1.90 -0.6287
C 2.71 2.18 -3.09 -0.6708
C 2.01 1.32 -3.92 -0.7153
C 1.87 -0.01 -3.57 -0.6049
C 2.43 -0.49 -2.38 -0.2509
C 4.17 -1.96 -0.17 0.7988
C 5.41 -2.38 -0.60 -0.5887
C 5.69 -3.76 -0.74 -0.9326
C 4.73 -4.68 -0.42 -0.8512
C 3.45 -4.28 0.04 0.9034
C 2.47 -5.23 0.40 -0.9903
C 1.25 -4.80 0.84 -0.3950
C 0.97 -3.41 0.92 -0.1272
C 1.86 -2.41 0.59 -0.0876
C 3.14 -2.89 0.16 -0.8732
H 9.00 2.16 0.25 0.3608
H 8.01 1.62 -1.95 0.3865
H 5.77 0.61 -2.08 0.4751
H 5.48 0.69 2.18 0.3889
H 7.73 1.68 2.32 0.3869
H 3.79 2.40 -1.25 0.6915
H 2.83 3.23 -3.35 0.4240
H 1.58 1.69 -4.85 0.3741
H 1.32 -0.69 -4.20 0.4491
H 2.31 -1.53 -2.11 0.3785
H 6.19 -1.67 -0.83 0.3316
H 6.66 -4.07 -1.09 0.3834
H 4.94 -5.74 -0.51 0.3510
H 2.70 -6.29 0.31 0.3123
H 0.49 -5.52 1.11 0.3986
H -0.04 -3.15 1.27 0.1741
C -6.09 -0.44 1.25 -0.6512
Si -5.03 -2.02 1.30 -0.0512
C -6.32 -3.42 1.15 -1.1429
C -4.48 -2.11 3.12 -1.2152
Si -3.16 -2.00 -0.11 0.0641
Si -2.96 -4.31 -0.48 0.1892
C -4.32 -5.31 -1.35 -1.1482
C -2.75 -5.18 1.19 -1.0694
C -1.43 -4.70 -1.53 -0.7276
Si -4.19 -1.38 -2.12 0.2121
C -3.09 -1.83 -3.61 -1.0372
C -4.39 0.51 -2.34 -0.7893
C -5.92 -2.05 -2.57 -1.0318
H -6.99 -0.59 1.85 0.4898
H -6.40 -0.17 0.24 0.2184
H -5.54 0.41 1.68 -0.1558
H -7.13 -3.24 1.86 0.4202
H -5.89 -4.39 1.37 0.2946
H -6.75 -3.47 0.15 0.2885
H -5.34 -2.11 3.79 0.3413
H -3.84 -1.26 3.36 0.2232
H -3.89 -3.02 3.31 0.2919
H -5.31 -5.16 -0.92 0.2728
H -4.07 -6.37 -1.28 0.3819
H -4.38 -5.05 -2.41 0.3102
H -3.71 -5.20 1.73 0.2635
H -2.02 -4.68 1.83 0.2341
H -2.43 -6.22 1.05 0.4184
H -1.61 -4.42 -2.57 0.3614
H -1.22 -5.77 -1.50 0.2935
H -0.54 -4.17 -1.18 -0.0752
H -2.14 -1.31 -3.54 0.1392
H -3.57 -1.55 -4.55 0.3601
H -2.87 -2.90 -3.64 0.2359
H -3.41 0.99 -2.33 0.0093
H -5.01 0.97 -1.57 0.1574
H -4.85 0.71 -3.32 0.4772
H -5.90 -3.13 -2.72 0.2500
H -6.27 -1.59 -3.49 0.4094
H -6.65 -1.84 -1.78 0.2429
```

***

Entry 2:
Computed, not measured: C47H68AlN2STe as an isolated structure, with wB97M-V/def2-TZVPD.

Orbital gap: 6.440 eV
Charge: -1

XYZ file:
```
120
Properties=species:S:1:pos:R:3:mulliken_charge:R:1
Al -0.29 0.00 -0.24 -0.8751
C 1.78 1.16 0.33 0.7968
C 2.01 0.85 1.74 0.0020
C 1.57 1.95 2.48 0.4589
C 1.33 3.00 1.56 -1.0986
C 1.51 2.58 0.26 -0.2288
C 1.88 3.49 -0.89 2.2663
C 1.31 4.90 -0.73 -2.0754
C 3.41 3.60 -0.87 -1.7798
C 1.45 2.96 -2.25 -1.5525
C 1.28 2.18 3.96 2.4746
C -0.01 3.02 4.09 -1.7083
C 2.41 2.95 4.65 -1.8272
C 0.97 0.89 4.74 -1.7738
C 2.95 -0.28 2.13 2.4945
C 3.97 0.17 3.18 -2.2606
C 2.19 -1.53 2.58 -1.6693
C 3.81 -0.70 0.93 -1.5260
H 2.40 0.70 -0.43 0.2165
H 1.07 4.00 1.85 0.1985
H 1.70 5.38 0.16 0.3512
H 0.22 4.89 -0.69 0.2045
H 1.61 5.50 -1.59 0.5112
H 3.75 4.01 0.08 0.3083
H 3.76 4.24 -1.68 0.4943
H 3.87 2.62 -0.98 0.1882
H 0.36 3.01 -2.36 0.0204
H 1.76 1.92 -2.36 0.0907
H 1.90 3.55 -3.04 0.6396
H 0.14 4.04 3.75 0.3155
H -0.31 3.07 5.14 0.4840
H -0.82 2.58 3.52 0.2034
H 2.60 3.89 4.12 0.2790
H 3.34 2.39 4.66 0.2495
H 2.15 3.20 5.68 0.4827
H 0.22 0.32 4.20 0.0712
H 0.58 1.13 5.73 0.6180
H 1.85 0.27 4.88 0.2370
H 3.55 0.32 4.16 0.2880
H 4.43 1.10 2.86 0.3224
H 4.75 -0.59 3.27 0.5332
H 1.70 -1.40 3.53 0.2971
H 2.89 -2.37 2.65 0.6437
H 1.44 -1.76 1.82 -0.2394
H 4.39 0.15 0.56 0.3853
H 3.20 -1.10 0.13 -0.4644
H 4.51 -1.48 1.22 0.6180
C -2.88 -0.16 2.42 -0.5029
C -4.05 -0.83 1.70 -0.1508
C -3.85 -2.35 1.69 -1.2821
C -4.30 -0.35 0.29 0.6938
C -5.61 -0.02 -0.04 -0.4882
C -5.98 0.30 -1.34 -1.3284
C -5.03 0.27 -2.33 -0.1557
C -3.71 -0.05 -2.05 0.7527
C -2.72 -0.16 -3.19 2.0952
C -3.09 -1.35 -4.08 -1.8032
C -2.63 1.11 -4.02 -1.6415
C -3.33 -0.35 -0.72 -0.8749
N -2.02 -0.82 -0.49 1.1291
C -1.89 -2.09 -1.04 -1.0696
C -0.66 -2.54 -1.24 -0.7435
N 0.41 -1.69 -0.88 1.4992
C 1.62 -2.38 -0.99 -0.6063
C 1.88 -3.56 -0.25 0.9022
C 3.12 -4.17 -0.37 -0.7172
C 4.08 -3.71 -1.24 -1.7494
C 3.79 -2.63 -2.05 -0.3100
C 2.58 -1.96 -1.94 1.1372
C 2.21 -0.86 -2.91 2.6928
C 3.40 -0.05 -3.43 -1.9653
C 1.44 -1.50 -4.07 -1.6929
C 0.81 -4.29 0.55 1.9314
C 0.47 -5.58 -0.21 -1.8838
C 1.18 -4.67 1.99 -1.4608
H -2.85 -0.50 3.46 0.6404
H -3.00 0.92 2.42 -0.0596
H -1.93 -0.41 1.95 -0.3580
H -4.96 -0.61 2.28 0.5352
H -2.92 -2.60 1.19 -0.0026
H -4.67 -2.84 1.17 0.3487
H -3.80 -2.73 2.71 0.5054
H -6.36 -0.02 0.74 0.3220
H -7.01 0.54 -1.57 0.3484
H -5.32 0.49 -3.35 0.2996
H -1.72 -0.34 -2.76 -1.1695
H -4.09 -1.23 -4.48 0.3877
H -3.06 -2.28 -3.50 0.3341
H -2.38 -1.44 -4.90 0.4489
H -3.60 1.40 -4.42 0.2367
H -1.95 0.95 -4.86 0.5338
H -2.24 1.93 -3.42 0.1106
H -2.78 -2.65 -1.28 0.6960
H -0.44 -3.48 -1.71 0.3665
H 3.33 -5.05 0.22 0.3722
H 5.04 -4.20 -1.31 0.3600
H 4.52 -2.32 -2.79 0.3065
H 1.51 -0.18 -2.40 -1.5031
H 4.04 -0.65 -4.08 0.5360
H 4.01 0.32 -2.60 0.3271
H 3.05 0.80 -4.00 0.4159
H 2.04 -2.26 -4.56 0.2557
H 1.16 -0.74 -4.81 0.5083
H 0.53 -1.96 -3.69 0.2781
H -0.08 -3.66 0.60 -0.6883
H 1.30 -6.28 -0.14 0.4052
H 0.29 -5.39 -1.26 0.4113
H -0.42 -6.05 0.22 0.4649
H 2.19 -5.09 2.05 0.2154
H 0.48 -5.41 2.35 0.5155
H 1.13 -3.81 2.64 0.2298
Te -1.31 2.41 0.12 0.3517
C -3.43 2.65 -0.17 0.2992
C -4.07 3.10 -1.28 -0.3720
C -5.40 3.52 -1.06 -0.7526
C -5.77 3.41 0.23 -0.6379
S -4.49 2.81 1.20 -0.2523
H -3.60 3.12 -2.25 0.4733
H -6.05 3.88 -1.84 0.4176
H -6.72 3.65 0.69 0.4659
```

***

Entry 3:
Computed, not measured: a 11-piece molecular cluster, C47H71N5O25 overall, with wB97M-V/def2-TZVPD.

<S²>: 0.769
Orbital gap (spin up / spin down): 2.242 / 4.452 eV
Charge: -1
2S+1: 2

XYZ file:
```
148
Properties=species:S:1:pos:R:3:mulliken_charge:R:1
C 0.36 -6.17 -1.16 -0.6810
O 1.04 -5.70 -2.27 -0.3728
C 1.85 -4.57 -1.92 0.6235
C 2.70 -3.97 -3.05 -0.6341
O 3.80 -4.80 -3.53 -0.4106
C 3.61 -6.04 -4.15 -0.6000
H -0.25 -5.47 -0.59 0.1378
H 1.09 -6.68 -0.51 0.3974
H -0.26 -7.03 -1.38 0.3414
H 2.44 -4.88 -1.07 0.2336
H 1.07 -3.85 -1.66 -0.4450
H 3.26 -3.17 -2.57 0.2221
H 2.08 -3.50 -3.81 0.3330
H 3.05 -5.90 -5.08 0.2635
H 2.99 -6.70 -3.54 0.2155
H 4.54 -6.57 -4.36 0.2748
C -3.02 5.69 -1.45 -0.7067
O -1.78 5.89 -2.05 -0.3432
C -0.63 5.45 -1.26 0.0664
C 0.65 5.72 -2.12 -0.4311
O 0.99 7.09 -2.30 -0.3700
C 2.37 7.37 -2.59 -0.7357
H -3.45 4.70 -1.55 0.1452
H -3.72 6.35 -1.97 0.2885
H -3.07 5.93 -0.39 0.3244
H -0.87 4.41 -1.06 -0.0946
H -0.61 5.88 -0.26 0.3978
H 0.53 5.12 -3.02 0.2182
H 1.48 5.17 -1.66 0.3872
H 3.01 7.28 -1.72 0.2707
H 2.40 8.45 -2.70 0.2809
H 2.68 6.76 -3.44 0.3096
C -2.89 -6.15 -3.04 0.0344
O -3.18 -6.62 -1.96 -0.5468
N -2.24 -5.05 -3.33 0.3199
C -1.69 -4.71 -4.70 -0.7866
C -2.10 -3.97 -2.37 -1.1739
H -3.04 -6.77 -3.93 0.2826
H -2.33 -5.21 -5.43 0.4240
H -0.63 -4.93 -4.73 0.1772
H -1.82 -3.64 -4.83 0.2199
H -1.14 -3.45 -2.37 -0.0447
H -2.61 -3.03 -2.58 0.7885
H -2.44 -4.34 -1.41 0.3360
C -3.51 -2.63 2.57 0.0609
O -4.19 -1.59 2.82 -0.6607
N -2.32 -2.94 3.14 0.2453
C -1.55 -4.06 2.75 -0.4323
C -1.69 -2.05 4.16 -0.6602
H -3.80 -3.42 1.86 0.3450
H -2.08 -4.57 1.94 0.2383
H -1.58 -4.78 3.57 0.4145
H -0.53 -3.70 2.75 -0.1871
H -1.61 -1.03 3.79 0.0046
H -2.37 -1.88 4.99 0.4438
H -0.69 -2.42 4.39 0.3443
C 0.44 1.36 -3.78 -0.1245
O -0.22 2.29 -3.42 -0.6531
N -0.09 0.25 -4.37 0.2723
C 0.86 -0.73 -4.85 -0.9157
C -1.47 0.01 -4.22 0.6484
H 1.54 1.41 -3.80 0.3824
H 0.54 -1.08 -5.83 0.3605
H 1.93 -0.57 -4.79 0.3175
H 0.80 -1.55 -4.13 0.2652
H -2.06 0.16 -5.13 0.2289
H -1.54 -1.04 -3.94 -0.3822
H -1.93 0.54 -3.39 -0.4811
C 2.60 -1.85 5.42 -0.0748
O 1.65 -2.63 5.44 -0.5168
N 2.72 -0.81 4.54 0.6217
C 3.83 0.14 4.76 -0.8305
C 1.87 -0.70 3.37 -0.3513
H 3.48 -1.87 6.09 0.2226
H 4.40 0.06 5.69 0.3710
H 3.44 1.13 4.53 0.1239
H 4.57 -0.19 4.03 0.3653
H 2.44 -0.37 2.50 0.3885
H 1.26 -1.53 3.01 -0.7513
H 1.20 0.11 3.64 0.2953
C -0.01 0.92 0.14 -0.3117
O 1.02 0.68 0.64 -0.5066
N -1.02 0.03 0.10 1.0768
C -2.19 0.20 -0.70 -0.4560
C -0.83 -1.35 0.58 -0.2305
H -0.22 1.84 -0.42 0.3924
H -2.39 -0.57 -1.44 0.0410
H -2.37 1.18 -1.15 -0.1307
H -3.04 0.06 -0.02 0.3386
H -0.02 -1.48 1.29 -0.7140
H -1.74 -1.75 1.04 0.2487
H -0.56 -1.95 -0.29 0.4376
C -4.20 4.12 -6.09 -1.0639
C -5.50 3.81 -6.01 0.3503
C -6.20 3.13 -4.88 0.4920
O -7.40 2.75 -4.84 -0.6533
C -5.24 2.78 -3.87 -0.5568
C -3.92 3.16 -3.88 0.2864
C -3.25 3.89 -4.99 0.9315
O -2.11 4.12 -5.18 -0.4755
O -3.05 2.76 -2.88 0.3076
O -6.39 3.88 -7.03 -0.5629
H -3.89 4.56 -7.03 0.4497
H -5.51 2.25 -2.97 0.4655
H -2.13 2.84 -3.15 -0.1623
H -7.14 3.30 -6.88 0.3482
C 2.49 4.32 3.31 -0.5786
C 3.54 4.45 4.12 0.4471
C 4.95 3.93 3.88 0.2957
O 5.91 4.13 4.65 -0.6094
C 4.97 2.98 2.74 -0.7470
C 3.89 2.86 1.91 0.4155
C 2.62 3.55 2.06 0.8008
O 1.69 3.60 1.19 -0.5335
O 3.85 1.92 0.87 -0.5304
O 3.34 5.16 5.31 -0.5545
H 1.52 4.66 3.63 0.4391
H 5.86 2.39 2.64 0.4835
H 2.95 1.64 0.64 0.3216
H 3.88 4.93 6.07 0.3342
C 4.28 -4.63 3.88 -0.4705
C 4.75 -3.95 2.74 -0.2411
C 3.85 -3.55 1.67 0.2938
O 3.98 -2.72 0.75 -0.8181
C 2.46 -4.11 1.82 -0.5444
C 2.12 -4.89 2.86 -0.0916
C 3.05 -5.28 3.88 0.8955
O 2.86 -6.01 4.79 -0.7218
O 1.00 -5.57 2.89 -0.6241
O 5.95 -3.24 2.83 -0.6074
H 4.82 -4.53 4.81 0.3934
H 1.80 -3.78 1.03 0.9645
H 0.80 -5.74 3.81 0.3014
H 6.15 -2.70 2.06 0.3264
C -3.16 4.39 3.29 -0.9747
C -2.82 4.96 4.43 0.4551
C -1.89 4.46 5.49 0.3218
O -1.63 5.03 6.52 -0.6110
C -1.17 3.31 4.94 -0.5376
C -1.49 2.63 3.84 0.2748
C -2.57 3.07 2.83 1.1246
O -2.87 2.45 1.85 -0.5579
O -0.98 1.42 3.59 -0.2407
O -3.34 6.17 4.65 -0.5490
H -3.91 4.82 2.64 0.4537
H -0.45 2.78 5.56 0.5310
H -1.29 1.11 2.73 -0.2854
H -2.99 6.57 5.46 0.3376
```